[1]
Density functional theory data (ωB97M-V/def2-TZVPD) for C2H4BrFO3 in the gas phase in a non-equilibrium geometry.

Output
- highest occupied orbital energy (eV) = -10.9
- E_LUMO (eV) = 0.4793
- relative energy (zero: lowest compared OMol25 entry of this formula, charge and spin) (kcal per mole) = 12.3

Structure (XYZ):
```
11
C2H4BrFO3 (ωB97M-V/def2-TZVPD)
H -0.66847 0.91210 -1.48031
H 0.86089 1.15013 1.71772
C 0.40108 0.18417 0.06287
F 2.01877 2.08361 0.21796
H 1.34154 -1.45956 -0.45790
H 1.71555 1.22565 -1.40004
C 1.74499 0.87445 -0.39768
Br 3.21341 -0.33970 -0.06800
O -0.68633 0.86641 -0.48150
O 0.42313 -1.13462 -0.40939
O 0.36923 0.28173 1.46682
```

Löwdin population analysis, charges in e, atoms 1 to 2: H 0.1459; H 0.1518

=====

[2]
Density functional theory data (ωB97M-V/def2-TZVPD) for 2 unconnected molecules or ions with the total composition C5H10O in a non-equilibrium geometry.

Output
- highest occupied orbital energy (eV) = -9.3
- E_LUMO (eV) = 0.5537
- relative energy (zero: lowest compared OMol25 entry of this formula, charge and spin) (kcal per mole) = 80.0

Structure (XYZ):
```
16
C5H10O (ωB97M-V/def2-TZVPD)
C -0.02490 -0.46637 0.29580
C -1.60447 0.62405 1.95263
H 1.70610 -0.66136 -2.68744
H 0.63052 -0.78815 1.09592
H 0.57805 -1.87973 -2.07098
C 1.27213 -1.08243 -1.77608
H 1.25129 0.82799 -0.72481
H -0.17304 2.23031 1.65479
H -2.01797 1.05726 2.87789
H -0.71930 -1.31694 0.07833
C -0.61836 1.32241 1.14140
C 0.57219 0.01655 -0.98326
H -0.96585 1.65487 0.17376
H -0.23521 0.44280 -1.59900
O -1.94228 -0.50431 1.65832
H 2.07808 -1.53609 -1.19003
```

Löwdin population analysis, charges in e, atoms 1 to 2: C -0.0559; C -0.3456

=====

[3]
Density functional theory data (ωB97M-V/def2-TZVPD) for a molecular structure, C23H15N4O13S2W in a non-equilibrium geometry.

Output
- highest occupied orbital energy (eV) = -12.5
- E_LUMO (eV) = -5.8320
- relative energy (zero: lowest compared OMol25 entry of this formula, charge and spin) (kcal per mole) = 11.6
- charge = +1

Structure (XYZ):
```
58
C23H15N4O13S2W (ωB97M-V/def2-TZVPD)
O -0.31345 3.10284 -2.66530
N -1.18832 -1.36471 -0.96879
H -3.08919 2.14545 0.70679
O 1.70190 0.08809 -0.77732
C -3.07682 2.57520 1.69808
O 6.35162 -1.81281 2.83488
H -5.65588 5.39632 2.96360
C 4.88701 0.73468 0.87649
C -2.34090 -1.28615 1.07832
O -2.42213 1.84493 -2.34922
O 1.54379 -3.19749 0.89383
N 3.43383 2.31908 -0.33117
C 2.79706 -0.04358 0.01271
H 5.64341 1.50052 0.97722
H -4.41682 -3.51993 2.49524
C -0.90978 -1.94957 -2.12963
H -4.22880 6.29970 3.46224
O 0.56976 -1.18606 0.94986
C -3.17589 -1.82912 2.01250
C -1.46373 -3.18242 -2.47931
H -2.74489 -4.77991 -1.87348
C -2.05989 -1.97916 -0.10647
O 0.06777 1.29667 1.59167
C 1.64595 -2.01244 0.83484
N -1.69552 -0.04447 1.07185
H -5.11012 5.34370 4.64760
O -0.85382 0.04433 3.53419
C -2.65002 -3.21475 -0.38516
C 5.03061 -0.49272 1.50049
S -1.06075 2.08198 -2.04433
H 4.16431 -2.37193 2.06375
H -1.56173 2.19440 4.73394
O -0.26722 0.70028 -2.10694
H -1.19720 -3.61536 -3.43189
C 2.90723 -1.21737 0.74169
C -2.31919 -3.81827 -1.61567
C -2.21077 2.61010 3.97566
O 7.08758 0.14422 2.29841
C 3.73604 0.96383 0.15055
O 4.35687 3.01079 -0.67689
H -3.04037 4.09604 5.25727
W -0.07437 0.29807 -0.19598
O -0.85862 2.10267 -0.47500
C -3.75935 -3.09091 1.75233
C -2.23308 2.07784 2.68771
O 2.26218 2.65195 -0.27871
H -0.23623 -1.43054 -2.79556
N 6.26330 -0.74054 2.28202
C -3.51819 -3.76642 0.58827
H -3.39405 -1.30891 2.93548
C 4.04734 -1.46475 1.48769
C -4.78086 5.36908 3.61009
C -3.89959 4.19931 3.29100
S -1.15846 0.76876 2.35378
H -4.57645 4.02222 1.26069
H -3.97877 -4.72673 0.39974
C -3.90763 3.63099 2.01630
C -3.04506 3.67230 4.26149
```

Löwdin population analysis, charges in e, atoms 1 to 2: O -0.1797; N -0.0083

=====

[4]
Density functional theory data (ωB97M-V/def2-TZVPD) for C8H8FN in the gas phase in a non-equilibrium geometry.

Output
- highest occupied orbital energy (eV) = -8.8
- E_LUMO (eV) = 0.3764
- relative energy (zero: lowest compared OMol25 entry of this formula, charge and spin) (kcal per mole) = 56.2

Structure (XYZ):
```
18
C8H8FN (ωB97M-V/def2-TZVPD)
C 0.82236 0.31885 -0.61501
C -0.42345 -1.57416 -1.24646
N -1.10928 -1.93796 -2.08098
C -0.40071 -1.10059 1.04761
C -0.57180 0.92238 -0.86898
H -2.17170 -0.10443 1.64984
C 0.43606 -1.09767 -0.19299
H 0.97953 1.72542 1.13644
C -1.63044 0.65249 -0.07312
C 1.56395 1.04203 0.56158
C -1.39676 -0.21495 1.02013
H 2.45372 1.49434 0.30282
F -0.59832 1.75339 -1.91394
H 1.32530 -1.70200 -0.18408
H 1.77990 0.15045 1.40895
H -2.51314 1.34309 -0.21621
H 0.00164 -1.93799 1.74857
H 1.45314 0.26731 -1.48417
```

Löwdin population analysis, charges in e, atoms 1 to 2: C -0.2194; C -0.2304

=====

[5]
Density functional theory data (ωB97M-V/def2-TZVPD) for a molecular structure, C42H35BrNP2SiW in a non-equilibrium geometry.

Output
- highest occupied orbital energy (alpha / beta) (eV) = -15.9 / -16.2
- E_LUMO (alpha / beta) (eV) = -10.5910 / -10.1022
- 2S+1 = 3
- charge = +3

Structure (XYZ):
```
83
C42H35BrNP2SiW (ωB97M-V/def2-TZVPD)
C -0.63843 -4.46914 0.07487
C -1.92257 -3.48095 -2.18971
C -3.27032 4.24097 2.76365
C -1.67796 1.31840 -3.10291
H 0.30384 -0.87737 -7.02710
C -1.68342 -5.17478 -0.47932
C 2.99404 0.94977 -1.78085
H 0.37728 -3.89614 2.59555
C 1.95675 0.25409 3.81137
C 3.21089 0.52338 4.38614
C -2.44470 2.18594 1.75801
C -0.32810 -3.20054 -0.40711
C -1.10241 3.35365 3.44307
C 3.88519 1.78783 -2.38454
W 0.19812 0.44568 -0.50833
H 4.54231 1.39940 -3.17043
H -4.95680 2.25608 -3.04243
H -5.00778 0.41041 -1.25606
H 3.51716 -2.52031 -4.55689
Br -0.06139 3.43356 -0.49167
H 1.95712 -2.51203 -2.57806
H -1.19146 -4.18223 4.39607
H -2.34129 -3.15618 -3.15906
H 3.82593 -0.29392 4.81049
C -1.28570 2.27880 2.52878
H 2.70177 -1.66423 -6.73328
H 3.06937 -0.12085 -1.69760
H 3.03459 -2.24189 0.10879
H 4.76285 2.00921 4.68151
H -2.63070 1.29556 1.18285
H -2.96390 -0.72853 -0.63037
C -2.21999 -4.74004 -1.65117
C -4.06788 1.67026 -2.76516
C 2.45389 -2.11313 -4.64854
H -0.23313 3.48911 4.05088
C 0.36988 -1.33777 -3.62068
C -2.95098 0.02632 -1.43585
H -0.00629 -4.95424 0.84528
C 3.79799 3.19492 -2.16475
C 1.34383 1.25563 3.02561
H 4.61854 3.90770 -2.39211
H -2.01850 5.09572 4.29268
H -0.70734 1.57318 -3.47247
C 3.07872 2.81927 3.60428
H -1.98660 -6.10565 -0.00488
H -2.25087 0.00750 4.16038
N 1.88850 1.46275 -1.07618
C -0.22012 -3.02747 2.89966
C 1.63054 -2.04643 -3.53516
C 3.76575 1.79821 4.28394
H -2.90313 -5.41729 -2.15023
Si 0.62989 -1.81489 0.51732
P -0.53100 -1.06353 -2.07779
C 2.36074 -2.41526 0.96269
C 1.89145 2.57407 2.93239
C -2.87914 1.99004 -3.39529
C -3.42928 3.15311 1.85360
C 0.74919 -1.14386 -6.05558
C 2.69013 3.67837 -1.49797
H 1.55640 -0.73941 3.85206
C -4.09713 0.66864 -1.79311
H 3.57410 3.77987 3.57257
C -1.71397 0.32278 -2.08757
H -2.90866 2.76977 -4.15014
C 1.71657 2.80454 -1.03713
H 2.35550 -3.52190 1.08555
H 1.35741 3.40300 2.46005
C -1.67844 -0.84882 3.80003
C -1.01532 -2.69461 -1.54373
C -1.81364 -2.10136 4.40740
H -4.07124 4.97407 2.83833
C 2.01350 -1.64787 -5.89054
H 2.82976 -1.99152 1.84119
C -2.14170 4.27667 3.56782
H -4.25875 3.05964 1.20368
H -2.56031 -2.13274 5.24003
C -0.74578 -0.68787 2.74545
H -1.09217 -0.46554 -5.03502
P -0.15955 0.90094 2.05439
C -1.11927 -3.18905 3.94457
C -0.11298 -1.81960 2.24076
H 2.51085 4.71325 -1.23301
C -0.12021 -0.97311 -4.91393
```

Löwdin population analysis, charges in e, atoms 1 to 2: C -0.0580; C -0.0543

=====

[6]
Density functional theory data (ωB97M-V/def2-TZVPD) for a molecular structure, C15H37ClKLi2MgO2PS in a non-equilibrium geometry.

Output
- highest occupied orbital energy (eV) = -11.7
- E_LUMO (eV) = -6.7644
- charge = +2

Structure (XYZ):
```
61
C15H37ClKLi2MgO2PS (ωB97M-V/def2-TZVPD)
H 2.25052 -3.12071 0.25011
H -5.48731 -1.74524 1.70761
H 4.31764 -0.31112 -5.66567
H 1.25423 0.67491 -1.26989
Li 0.78458 1.14967 5.37854
H 0.30177 0.73542 2.36818
H -5.80300 -1.66100 3.47729
C -5.94261 -1.18124 2.51346
C 3.58150 0.14175 -4.98836
H -4.28546 1.40867 3.81697
H -2.14324 0.98305 4.76141
H -6.29869 0.89392 2.93465
O 3.44125 3.12396 -8.64955
H 1.30780 -1.74196 2.24411
H 3.86861 -0.69814 -2.98973
H 1.14556 1.36495 0.38561
C 2.72120 2.09626 -3.95484
H -1.22991 1.85652 0.13295
H 2.48921 -0.50582 1.70945
C -0.67705 0.25506 2.36922
H -3.40079 -1.43489 3.18676
H -0.72250 -1.51952 3.78817
H 4.17698 2.14676 -5.51987
C 3.26222 1.61389 -5.28412
S -1.63795 0.76819 -0.52323
H 0.04594 -0.05543 4.31839
H 2.56515 1.75750 -6.10714
H 2.66857 -0.44408 -5.05068
K 5.54731 1.49938 -5.69867
H 2.62977 3.48001 -8.28910
H 0.99011 -1.52344 -0.55563
C 1.44654 0.51513 -0.21961
H -5.48004 0.56577 1.42619
H 3.54883 -1.96504 0.21260
H -2.08153 -0.61669 5.45050
H -1.42118 1.03867 2.29753
H 1.64692 1.92002 -3.87683
H -3.51034 1.04885 2.30612
C 1.85397 -1.33247 1.39212
H -4.09766 -0.79985 4.66126
H 2.90875 3.15549 -3.78563
C -4.13869 0.61970 3.08029
H -0.59222 -2.14771 1.64750
C -3.46636 -0.51612 3.82616
H -7.01014 -1.22237 2.31685
C 0.90337 -0.83028 0.27785
H 5.15798 0.42315 -3.48701
H -1.24055 -1.77844 -0.25930
Li 4.50340 3.13825 -10.22256
Mg -1.73564 -2.56652 2.84341
Cl -3.25163 -3.15925 0.65416
H 2.53521 0.46649 -0.13732
C -2.11728 -0.07237 4.50308
C -5.52571 0.28947 2.47373
P -0.95380 -0.87663 0.79383
C 4.07238 0.21674 -3.54190
O 3.38817 1.31245 -2.93992
H -2.31669 -1.02968 1.25131
C 2.80078 -2.41001 0.86085
C -0.81753 -0.41132 3.74354
H 3.26926 -2.98273 1.65477
```

Löwdin population analysis, charges in e, atoms 1 to 2: H 0.0761; H 0.0274

=====

[7]
Density functional theory data (ωB97M-V/def2-TZVPD) for a molecular structure, C16H21N4O6V.

Output
- highest occupied orbital energy (alpha / beta) (eV) = -15.9 / -15.9
- E_LUMO (alpha / beta) (eV) = -9.3643 / -9.3653
- charge = +2

Structure (XYZ):
```
48
C16H21N4O6V (ωB97M-V/def2-TZVPD)
H 1.03202 1.89132 -3.88902
C 0.40796 0.13579 -2.85345
H -1.04810 -0.89830 -5.54287
C -1.55578 -0.65038 0.56540
H -1.83103 -3.56080 2.58572
O 1.23683 -0.13295 0.76887
C -4.69954 -1.91338 1.46190
C -2.36085 -1.51016 0.91596
N -0.77378 2.22358 2.80717
O 2.60619 -0.78841 2.44312
H -2.30577 -4.07466 0.12032
N -0.27782 -0.64824 -3.62705
C 1.47679 1.04230 -3.36495
C -3.29638 -2.53461 1.32346
H 0.62940 -1.44248 -5.35579
H -3.98828 -4.41173 0.54096
V -0.23811 0.54649 0.12150
H -2.24316 -1.10973 -3.02664
H 0.78782 1.59077 6.51637
O -1.76040 4.22845 -1.08970
C -1.26315 -1.58496 -3.07359
C 1.74580 -0.08095 2.08847
C -0.08992 -0.67034 -5.08350
H -2.80972 -2.35386 3.44724
H 2.06524 1.41328 -2.53062
H -0.56186 3.10087 4.71810
H 2.13081 0.52178 -4.06232
C -2.82273 -3.11806 2.67078
C 0.92987 1.56162 4.04113
H -3.52401 -3.89680 2.96919
O 0.17514 0.11752 -1.57778
O 1.73418 1.61088 6.33077
H -4.71235 -1.13507 2.22401
C -0.17741 2.39392 3.99941
C -3.29393 -3.62990 0.23410
N -1.06508 2.11523 -0.27660
C 2.04627 1.45757 5.04482
O 3.15382 1.25185 4.66209
H -3.62960 -3.23298 -0.72391
H -0.96300 -1.90516 -2.08066
H -5.04314 -1.49414 0.51694
C 0.92381 0.93226 2.79473
H -1.31719 -2.45015 -3.72866
H -1.60721 2.67143 2.45493
H 0.24777 0.29391 -5.44684
N -0.10714 1.34363 2.06405
H -5.39283 -2.69807 1.76301
C -1.42132 3.20526 -0.69135
```

Löwdin population analysis, charges in e, atoms 1 to 2: H 0.1202; C -0.3453

=====

[8]
Density functional theory data (ωB97M-V/def2-TZVPD) for 2 unconnected molecules or ions with the total composition C7H12BrN2 in a non-equilibrium geometry.

Output
- highest occupied orbital energy (alpha / beta) (eV) = -12.5 / -12.4
- E_LUMO (alpha / beta) (eV) = -5.9442 / -5.9925
- relative energy (zero: lowest compared OMol25 entry of this formula, charge and spin) (kcal per mole) = 50.2
- charge = +1

Structure (XYZ):
```
22
C7H12BrN2 (ωB97M-V/def2-TZVPD)
H 1.27782 1.94571 -1.68036
H 1.93354 -0.48611 0.15540
C 1.26890 -0.87354 -1.90528
H -1.98622 -2.16360 1.87699
C -2.44893 -0.05085 1.23020
H -3.41437 -0.42708 0.70070
Br 1.42223 0.63463 2.59573
C 1.79657 1.31475 -0.85791
C -1.61253 -1.23871 1.35346
H -2.92067 0.33548 2.26725
C 0.10907 0.02097 0.26811
H 0.35287 -2.09944 0.70766
H 2.28496 -1.14541 -2.21904
H 2.74410 1.32924 -1.30439
N 1.32977 -0.03850 -0.58186
H 0.51110 -1.67530 -1.83892
H 1.91445 1.92572 0.06276
N -0.67248 1.11321 0.07960
H -2.51770 1.95386 0.56864
C -1.86359 1.10401 0.58409
C -0.39086 -1.23198 0.73147
H 0.88196 -0.24706 -2.79430
```

Löwdin population analysis, charges in e, atoms 1 to 2: H 0.1473; H 0.1448